No. 1
A structure of composition C33H28Br2N5O10P2STi, computed with ωB97M-V with the def2-TZVPD basis set.

Summary:
* energy above the lowest of the compared OMol25 structures with the same formula, charge and spin: 0.6 kcal per mole
* HOMO-LUMO gap: 7.048 eV
* LUMO: -0.156 Eh
* total charge: +1
* HOMO energy: -11.28 eV

Atoms and positions in Å:
Ti  0.13158  -0.41406  -0.21900
C  8.28980  0.79331  0.75603
C  6.96595  0.54758  0.08999
C  6.78824  0.78975  -1.26830
C  5.56220  0.57617  -1.88249
C  4.50539  0.10445  -1.12099
C  4.65538  -0.14953  0.23677
C  5.88022  0.07907  0.83365
S  2.97364  -0.23422  -1.91809
O  2.94539  0.49125  -3.15548
O  2.76325  -1.65228  -1.92270
N  1.79754  0.40453  -0.91630
C  1.62468  1.82201  -0.99917
C  2.63003  2.75252  -0.95046
C  2.32881  4.12226  -1.09622
C  1.04636  4.55084  -1.30044
C  -0.00420  3.61040  -1.37290
C  -1.35476  3.93656  -1.65084
C  -2.28975  2.94773  -1.76364
C  -1.91287  1.61012  -1.54845
N  -0.66923  1.27817  -1.26928
C  0.29545  2.25037  -1.22391
H  9.07385  0.97953  0.02471
H  8.58326  -0.06288  1.36362
H  8.23299  1.65909  1.41816
H  7.62075  1.15229  -1.85803
H  5.42187  0.77558  -2.93613
H  3.82069  -0.49701  0.83133
H  5.99767  -0.10896  1.89445
H  3.65601  2.44614  -0.80448
H  3.13663  4.84062  -1.05846
H  0.82486  5.60245  -1.42723
H  -1.63212  4.97500  -1.78480
H  -3.32225  3.16828  -1.99123
H  -2.64375  0.80862  -1.58133
Br  -3.12538  0.54399  -6.97628
C  -2.24962  -0.13214  -5.44979
C  -2.89063  -1.07309  -4.65873
C  -2.24840  -1.56486  -3.53333
C  -0.97750  -1.10573  -3.21486
C  -0.34418  -0.15012  -3.99844
C  -0.98001  0.32980  -5.13028
N  -0.30192  -1.58751  -2.05558
C  -0.24862  -2.82743  -1.77879
C  0.55028  -3.25027  -0.61755
C  0.73781  -4.57664  -0.31003
C  1.59438  -4.89345  0.74420
C  2.19655  -3.87480  1.45111
C  1.91104  -2.55383  1.11768
N  1.10876  -2.26012  0.10498
H  -3.88800  -1.40570  -4.90841
H  -2.76837  -2.24770  -2.87279
H  0.65573  0.18812  -3.75402
H  -0.48894  1.05664  -5.76183
H  -0.70742  -3.63595  -2.34591
H  0.24670  -5.34497  -0.89081
H  1.78006  -5.92650  1.00483
H  2.86313  -4.07769  2.27667
H  2.30055  -1.72100  1.69425
O  -1.40533  2.52263  2.25247
P  -1.30983  0.94913  2.14983
O  -1.35491  0.20164  3.40660
O  -0.04757  0.74874  1.23523
O  -2.55758  0.58593  1.19187
P  -2.76370  -0.96678  0.70815
O  -3.44025  -1.67576  1.93309
O  -3.51071  -1.03702  -0.54332
O  -1.27637  -1.42502  0.66279
H  -1.88448  2.80897  3.04223
H  -2.95804  -1.51981  2.76404
O  1.06335  3.26597  5.30340
C  1.55763  2.29516  4.50969
C  2.24252  2.55181  3.32424
C  2.67738  1.47531  2.58206
N  2.48580  0.19910  2.93067
C  1.84293  -0.00514  4.06558
Br  1.55741  -1.81152  4.57141
C  1.35316  0.97986  4.89900
H  1.30557  4.13454  4.96357
H  2.42090  3.56395  2.98331
H  3.19768  1.64004  1.64602
H  0.81056  0.74721  5.80220

Results of the Mulliken charge analysis, in e, for atoms 1 through 2:
1 Ti -0.883
2 C -1.431


No. 2
A cluster of 2 separate species, C8H16N3 in total, computed with ωB97M-V with the def2-TZVPD basis set.

Summary:
* energy above the lowest of the compared OMol25 structures with the same formula, charge and spin: 99.8 kcal per mole
* HOMO-LUMO gap: 8.346 eV
* LUMO: -0.148 Eh
* total charge: +1
* HOMO energy: -12.37 eV

Atoms and positions in Å:
C  1.19116  -2.72166  2.59663
C  -1.29087  1.95633  0.12104
C  -0.53848  2.91078  -0.38660
C  0.46515  -1.55185  0.55211
C  0.75062  3.57433  0.16966
C  -1.06949  -0.19282  -2.60417
C  -0.40621  -1.24971  -0.50389
C  0.13384  -0.59571  -1.79733
N  -1.62776  0.87668  0.59294
N  2.18832  -1.97157  2.69266
N  0.36793  -2.55438  1.44494
H  0.92788  -3.41681  3.29615
H  -1.07775  3.32087  -1.20364
H  1.23314  -0.89604  0.91421
H  0.90664  3.12246  1.15791
H  0.62119  4.55814  0.16741
H  1.53017  3.47802  -0.48147
H  -0.74073  -0.17573  -3.62051
H  -1.42827  0.69121  -2.31993
H  -1.77874  -1.04772  -2.47783
H  -1.20792  -2.14223  -0.72885
H  -1.08283  -0.45637  0.20420
H  0.65827  0.20935  -1.49238
H  0.91297  -1.32824  -2.34517
H  -2.21442  0.88364  1.41104
H  2.85980  -1.98952  3.41886
H  -0.28359  -3.29149  1.22201

Results of the Mulliken charge analysis, in e, for atoms 1 through 2:
1 C -0.139
2 C 0.225


No. 3
A structure of composition C38H31Cl2N3O3P2RuS4, computed with ωB97M-V with the def2-TZVPD basis set.

Summary:
* energy above the lowest of the compared OMol25 structures with the same formula, charge and spin: 107.6 kcal per mole
* HOMO-LUMO gap (spin up / spin down): 5.252 / 5.309 eV
* LUMO (spin up / spin down): 0.038 / 0.039 Eh
* spin multiplicity: 2
* total charge: -1
* HOMO energy (spin up / spin down): -4.21 / -4.25 eV
* ⟨S²⟩: 1.218

Atoms and positions in Å:
Ru  0.08738  1.46954  0.11367
S  -0.29357  0.96649  -2.64505
P  -0.75504  -0.73360  -1.73733
C  -0.49578  -0.64068  -0.03036
P  0.94620  -1.12987  0.81522
S  2.30389  0.21644  1.39615
C  0.50758  -2.28181  2.15504
C  1.40461  -2.50757  3.18918
C  1.05643  -3.34977  4.22948
C  -0.18495  -3.96551  4.23869
C  -1.07883  -3.74174  3.20297
C  -0.73235  -2.90483  2.15673
C  1.98730  -2.15173  -0.28293
C  2.35977  -3.45653  -0.00282
C  3.22449  -4.11698  -0.85821
C  3.70825  -3.48299  -1.98891
C  3.33027  -2.17878  -2.27329
C  2.47808  -1.51308  -1.41699
C  -2.56008  -0.99909  -1.82434
C  -3.08302  -2.24706  -1.50874
C  -4.45039  -2.43058  -1.46320
C  -5.30050  -1.36817  -1.72755
C  -4.78136  -0.12305  -2.03932
C  -3.41035  0.06311  -2.09190
C  -0.12736  -2.15119  -2.72434
C  0.02418  -3.42309  -2.18873
C  0.55524  -4.43939  -2.96095
C  0.92599  -4.19433  -4.27398
C  0.75446  -2.93185  -4.81626
C  0.23345  -1.91183  -4.04230
H  2.36236  -2.00561  3.16904
H  1.74717  -3.51831  5.04334
H  -0.46081  -4.61829  5.05595
H  -2.05426  -4.21002  3.22058
H  -1.42578  -2.69995  1.35115
H  1.98748  -3.94945  0.88499
H  3.52461  -5.13143  -0.63308
H  4.38992  -4.00221  -2.64837
H  3.70558  -1.68040  -3.15573
H  2.20087  -0.47639  -1.60361
H  -2.41168  -3.06918  -1.30826
H  -4.85300  -3.40022  -1.20474
H  -6.37097  -1.51207  -1.67886
H  -5.44238  0.71116  -2.22536
H  -2.99273  1.02980  -2.34425
H  -0.23293  -3.60681  -1.15445
H  0.69713  -5.42311  -2.53341
H  1.35711  -4.98537  -4.87278
H  1.03960  -2.73969  -5.84176
H  0.12243  -0.91371  -4.44082
O  -0.37747  0.24944  2.24656
N  -1.01312  0.80769  3.22599
C  -1.75007  0.04987  4.05234
C  -2.41626  0.59125  5.12162
C  -2.34759  1.96967  5.33391
C  -1.61241  2.74231  4.46898
C  -0.92855  2.16437  3.39369
S  0.00784  3.07948  2.31289
H  -1.75613  -1.00404  3.81922
H  -2.98788  -0.04435  5.77863
H  -2.87069  2.42676  6.16005
H  -1.54613  3.81290  4.58425
Cl  -4.54216  3.31868  -1.39520
C  -3.48806  3.89489  -0.10892
Cl  -4.33059  3.86578  1.43850
C  -2.23554  2.97490  -0.08191
O  -1.26764  3.38858  -0.73246
O  -2.30576  1.91521  0.55472
H  -3.21728  4.92722  -0.34508
N  4.52104  7.13786  -0.24984
C  3.76473  6.57911  -1.22905
S  3.69422  7.36562  -2.69441
C  3.08631  5.33686  -0.97872
C  2.22660  4.77860  -1.93946
C  1.57693  3.59811  -1.68079
N  1.71618  2.91674  -0.53543
C  2.55485  3.41907  0.38064
C  3.24224  4.59507  0.20832
H  4.92098  8.03955  -0.43682
H  4.53010  6.78734  0.69028
H  2.09967  5.27024  -2.89070
H  0.91543  3.16539  -2.42112
H  2.69530  2.83057  1.28088
H  3.91720  4.91005  0.98924

Results of the Mulliken charge analysis, in e, for atoms 1 through 2:
1 Ru 1.008
2 S -0.797


No. 4
A structure of composition C4H8O2, computed with ωB97M-V with the def2-TZVPD basis set.

Summary:
* energy above the lowest of the compared OMol25 structures with the same formula, charge and spin: 84.4 kcal per mole
* HOMO-LUMO gap: 10.684 eV
* LUMO: 0.029 Eh
* HOMO energy: -9.90 eV

Atoms and positions in Å:
C  2.04708  0.30881  0.06505
C  0.70673  -0.32323  0.21165
O  -0.18308  0.33812  1.09058
C  -0.39696  0.50960  -0.29507
C  -1.67215  0.19226  -0.97443
O  -2.68840  -0.13608  -0.42625
H  1.88554  1.38597  -0.02307
H  2.51277  -0.07866  -0.84712
H  2.65364  0.09828  0.94359
H  0.70202  -1.42119  0.26595
H  -1.65688  -1.77281  1.38580
H  -1.66567  0.47752  -2.05443
H  -0.20748  1.51450  -0.70309
H  -2.03716  -1.09309  1.36082

Results of the Mulliken charge analysis, in e, for atoms 1 through 2:
1 C -1.255
2 C 0.537


Result set for max |F|: 0.74; 5.45; 2.49; 1.53 eV Å⁻¹, one per record in the order listed.